*one*
2 unconnected molecules or ions with the total composition C5H17N2O. Source: OMol25; level of theory: wB97M-V/def2-TZVPD.

gap between HOMO and LUMO: 9.297 eV
charge: +1

Cartesian coordinates (Å):
O -2.0288 1.5140 2.7269
N 1.3215 0.9530 1.7288
N 0.8835 -1.6206 -2.3682
C 0.1550 -0.7455 0.3329
C -0.8857 -0.9678 -0.7962
C 0.9226 0.5706 0.2337
C 0.2845 1.8054 -0.3120
C -0.3880 -2.0016 -1.8125
H 0.9473 -1.3347 -3.3308
H -2.6489 2.0274 2.1827
H -1.1646 -2.0176 -2.5698
H 0.6236 2.7773 0.0426
H -0.8070 1.8178 -0.2168
H -1.8355 -1.2722 -0.3634
H 0.3810 1.8261 -1.4038
H 0.9032 -1.5388 0.3627
H -1.0395 -0.0398 -1.3299
H -0.3690 -0.8107 1.2885
H 0.4862 0.8443 2.3093
H 1.6118 -2.2840 -2.1793
H -2.5520 0.8801 3.2492
H 1.9147 0.3816 -0.1757
H 1.6225 1.9147 1.6710
H 2.0095 0.3063 2.1003
H -0.3481 -2.9852 -1.3700

Atom charges from the Mulliken analysis, given in e for atoms 1 to 5: O -0.620; N -0.333; N -0.425; C -0.852; C -0.690

=====

*two*
2 unconnected molecules or ions with the total composition C5H17N2O. Source: OMol25; level of theory: wB97M-V/def2-TZVPD.

gap between HOMO and LUMO: 10.163 eV
charge: +1

Cartesian coordinates (Å):
O 1.1353 0.0253 -4.6092
N -0.7432 1.4747 1.7568
N -1.2878 1.5080 -1.2769
C 0.6365 -0.5225 1.3115
C -0.0045 0.7055 0.6574
C -0.3823 -1.5450 1.7686
C -1.1063 0.3804 -0.3836
C 1.7539 -1.1342 0.4525
H 1.6170 -0.8323 -0.5802
H -1.4373 0.8989 2.2214
H -0.8348 -2.1322 0.9585
H 0.6255 -0.5293 -5.2103
H 2.7173 -0.7394 0.7712
H -2.2419 1.8310 -1.3749
H 1.7427 -2.2217 0.4996
H 2.0184 0.0412 -4.9914
H -1.1088 -1.1739 2.4944
H 1.1048 -0.1061 2.2179
H 0.0772 -2.3881 2.2810
H -1.1491 2.2946 1.3070
H -2.0043 0.0626 0.1657
H -0.8156 1.3567 -2.1525
H 0.6210 1.4499 0.1780
H -0.0632 1.8634 2.4131
H -0.8707 -0.5676 -0.8755

Atom charges from the Mulliken analysis, given in e for atoms 1 to 5: O -0.632; N -0.232; N -0.517; C 0.680; C -0.397

=====

*three*
3 unconnected molecules or ions with the total composition C5H17N2O. Source: OMol25; level of theory: wB97M-V/def2-TZVPD.

gap between HOMO and LUMO: 5.223 eV
charge: +1

Cartesian coordinates (Å):
O -0.0269 1.4267 -3.7411
N 1.3987 -2.0055 0.1480
N 0.4779 0.5982 0.3295
C -0.7542 -2.7898 -0.6968
C -0.1858 -0.3374 -0.4779
C -0.0339 -1.7364 0.1242
C 0.4753 1.9038 -0.2202
C -0.3932 1.6297 3.3869
H 1.0384 1.9016 -1.1689
H -0.1996 1.2408 2.3853
H -1.4473 1.5260 3.6384
H -0.1973 2.7021 3.4132
H 1.9097 -1.1638 0.4159
H -0.6807 1.9131 -4.2331
H 0.2273 1.1161 4.1139
H -0.3474 -2.8346 -1.7079
H -0.4714 -1.6763 1.1336
H 0.6568 1.2884 -4.3727
H -1.2439 -0.0865 -0.6423
H 0.2688 -0.3517 -1.4983
H -1.8177 -2.5621 -0.7975
H -0.5268 2.2604 -0.4974
H 1.6558 -2.7860 0.7384
H 0.8999 2.6052 0.4911
H -0.6826 -3.7817 -0.2644

Atom charges from the Mulliken analysis, given in e for atoms 1 to 5: O -0.584; N -0.603; N -0.169; C -1.441; C -0.731

=====

Unit: kcal/mol. Relative energies: *one* 0.0; *two* 1.8; *three* 98.6.

=====

*one*
5 unconnected molecules or ions with the total composition C4H19NO4. Source: OMol25; level of theory: wB97M-V/def2-TZVPD.

gap between HOMO and LUMO: 10.056 eV
SMILES: CC[C@H](C)N.O.O.O.O

Cartesian coordinates (Å):
O 1.9349 -1.0834 -2.6653
O 0.2145 -3.5276 -2.0285
O 1.7769 -2.4364 0.0280
O -2.7458 -1.7040 0.8746
N -1.4820 0.9012 0.0203
C 0.2024 2.0773 1.3439
C -0.0533 1.4146 2.7091
C -0.0537 1.1622 0.1560
C 0.5469 1.7249 -1.1299
H -1.7799 0.5722 -0.8858
H 1.5987 1.9633 -0.9725
H -3.5435 -1.4941 0.3759
H 0.7541 1.5777 3.4166
H 0.4864 0.9291 -1.8662
H -0.9305 1.8695 3.1769
H -2.3710 -0.8356 1.0622
H 0.3748 0.1901 0.3997
H -2.1489 1.5876 0.3423
H -0.3764 0.3773 2.6646
H 1.6068 -2.0991 0.9097
H 0.0229 2.5987 -1.3805
H -0.3604 3.0016 1.2358
H 0.7630 -3.5045 -1.2227
H 1.2443 2.3190 1.3224
H -0.4851 -2.8935 -1.8561
H 1.7149 -1.6899 -0.5751
H 2.0395 -2.0105 -2.4253
H 1.0497 -0.9875 -3.0297

Atom charges from the Mulliken analysis, given in e for atoms 1 to 5: O -0.663; O -0.669; O -0.653; O -0.667; N -0.441

=====

*two*
5 unconnected molecules or ions with the total composition C4H19NO4. Source: OMol25; level of theory: wB97M-V/def2-TZVPD.

gap between HOMO and LUMO: 8.907 eV
SMILES: CNC(C)C.O.O.O.O

Cartesian coordinates (Å):
O 3.1508 -0.6384 0.0234
O 1.7899 -1.3635 -2.3115
O -2.5987 1.5872 -2.2375
O 0.4933 2.3118 3.4171
N -1.7941 -0.5217 0.0635
C -0.7111 0.1651 0.7605
C -1.3954 -1.6608 -0.7693
C 0.1000 -0.8300 1.5865
C 0.1934 1.0061 -0.1597
H 2.2387 -2.1040 -2.7413
H 2.4037 -0.2967 0.5313
H 0.9432 1.5447 0.4270
H 0.3779 1.7512 2.6422
H -2.2693 -1.9783 -1.3320
H -1.2122 0.8509 1.4523
H 0.6949 -1.5049 0.9654
H -0.3942 2.4562 3.7572
H 0.7695 -0.3292 2.2909
H 2.3539 -1.1171 -1.5536
H -0.4120 1.7287 -0.7061
H -1.9379 1.2470 -2.8510
H -0.5682 -1.4680 2.1666
H -1.1137 -2.4911 -0.1218
H -2.3232 0.1327 -0.4986
H -0.5813 -1.4407 -1.4661
H 3.8026 0.0704 0.0275
H -2.6871 2.5220 -2.4666
H 0.6868 0.3704 -0.8962

Atom charges from the Mulliken analysis, given in e for atoms 1 to 5: O -0.711; O -0.653; O -0.629; O -0.687; N -0.479

=====

Unit: kcal/mol. Relative energies: *one* 0.0; *two* 2.0.

=====

*one*
2 unconnected molecules or ions with the total composition C4H13NS. Source: OMol25; level of theory: wB97M-V/def2-TZVPD.

gap between HOMO and LUMO: 9.441 eV
SMILES: CCN.CSC

Cartesian coordinates (Å):
S -1.0013 2.4442 1.5907
N 2.0267 -0.7708 0.3407
C -1.3875 0.6361 1.3077
C -1.4506 2.9177 -0.1252
C 0.2726 -1.9536 -1.1257
C 1.7576 -1.8589 -0.5634
H -0.5238 2.6389 -0.7612
H -2.0126 0.1248 2.0953
H 2.3718 -1.8369 -1.4137
H -2.3982 2.4854 -0.3957
H -1.4463 4.0947 -0.1264
H 1.6294 0.2000 0.3090
H -0.5212 -1.8119 -0.3149
H 2.0652 -2.8896 -0.0180
H 0.2298 -2.8709 -1.6672
H 2.5874 -0.8723 1.1639
H -1.9389 0.3760 0.3696
H 0.1324 -1.1523 -1.7645
H -0.3926 0.0993 1.0989

Atom charges from the Mulliken analysis, given in e for atoms 1 to 5: S -0.086; N -0.406; C -0.541; C -0.727; C -0.965

=====

*two*
2 unconnected molecules or ions with the total composition C4H13NS. Source: OMol25; level of theory: wB97M-V/def2-TZVPD.

gap between HOMO and LUMO: 8.629 eV
SMILES: CCS.CNC

Cartesian coordinates (Å):
S -1.1070 1.1037 -0.7157
N 1.1761 0.6717 1.1665
C 0.6731 0.8768 2.5170
C -0.9316 -0.2354 -1.9405
C -2.2933 -0.6605 -2.4654
C 1.8187 -0.6254 0.9785
H -0.3054 0.1193 -2.7478
H 2.6411 -0.7938 1.6813
H -2.1923 -1.4487 -3.2129
H 1.0722 -1.4036 1.1261
H 0.2008 1.8676 2.5775
H 2.1919 -0.6961 -0.0404
H -0.4300 -1.0696 -1.4695
H -2.8021 0.1784 -2.9283
H -0.0826 0.1210 2.7248
H -2.9232 -1.0312 -1.6498
H 0.0122 0.8126 0.2061
H 1.4705 0.8036 3.2703
H 1.8110 1.4099 0.9222

Atom charges from the Mulliken analysis, given in e for atoms 1 to 5: S -0.381; N -0.331; C -0.941; C -0.295; C -1.126

=====

*three*
2 unconnected molecules or ions with the total composition C4H13NS. Source: OMol25; level of theory: wB97M-V/def2-TZVPD.

gap between HOMO and LUMO: 9.541 eV
SMILES: CCS.CNC

Cartesian coordinates (Å):
S 1.3116 -1.2627 -0.8199
N 0.0949 1.4220 0.7313
C 0.2076 2.0580 2.0122
C -0.3261 -1.6053 0.0121
C -1.5107 -1.8071 -0.9476
C -0.9531 2.0149 -0.0929
H -1.7540 2.4093 0.5459
H -0.7076 2.8125 -0.8273
H -0.0488 -2.5394 0.5021
H 0.4401 3.1429 2.0075
H -1.5161 1.2633 -0.6773
H 0.9249 1.5810 2.6860
H -0.7496 2.0336 2.5738
H -2.4741 -2.1542 -0.5574
H 1.8139 -0.2935 -1.5969
H -1.5995 -0.8601 -1.4928
H -1.2184 -2.5251 -1.7315
H -0.6723 -0.8584 0.7257
H 0.9458 1.4384 0.1876

Atom charges from the Mulliken analysis, given in e for atoms 1 to 5: S -0.337; N -0.064; C -1.023; C -0.146; C -1.060

=====

*four*
2 unconnected molecules or ions with the total composition C4H13NS. Source: OMol25; level of theory: wB97M-V/def2-TZVPD.

gap between HOMO and LUMO: 9.140 eV
SMILES: CCS.CNC

Cartesian coordinates (Å):
S -1.7687 -0.8937 0.6771
N 0.9578 -0.3139 -1.4867
C 2.0395 -0.0711 -0.5030
C 1.0615 -1.6077 -2.0916
C -1.9812 0.6143 1.8315
C -1.3149 2.0253 1.2908
H -1.8396 2.6380 0.5932
H 0.4571 -2.3732 -1.5794
H -0.3585 1.7330 0.7649
H 0.7029 -1.5879 -3.1216
H 0.7902 0.4919 -2.1124
H -1.5672 0.1410 2.6867
H -1.6644 -1.8222 1.5207
H -1.1242 2.6761 2.2246
H 3.0768 0.0638 -0.8859
H 1.6505 0.6834 0.2273
H -3.1429 0.6909 1.7877
H 2.0424 -2.0048 -1.9146
H 1.9828 -1.0832 0.0905

Atom charges from the Mulliken analysis, given in e for atoms 1 to 5: S -0.213; N -0.147; C -0.823; C -0.897; C -0.509

=====

Unit: kcal/mol. Relative energies: *one* 21.8; *two* 0.0; *three* 27.4; *four* 32.9.

=====

*one*
A single C9H12N2O molecule. Source: OMol25; level of theory: wB97M-V/def2-TZVPD.

gap between HOMO and LUMO: 8.502 eV
SMILES: CC(C)=N[C@@H]1C=CC=C/C1=N\O

Cartesian coordinates (Å):
O 3.2050 2.1844 -0.2040
N -0.6833 0.0612 0.4116
N 1.9606 1.6737 -0.5788
C 0.4704 -1.6620 -0.5934
C 2.5409 -0.2812 0.7212
C -2.5447 0.5200 -1.1882
C 0.3700 -0.1614 -0.5693
C -2.7328 0.7616 1.3201
C -1.8637 0.4046 0.1489
C 2.4061 -1.6134 0.8382
C 1.6711 0.5012 -0.1296
C 1.3826 -2.3251 0.1206
H -1.8492 0.4433 -2.0200
H 3.3462 0.2470 1.2092
H -2.2601 0.4541 2.2463
H -3.7213 0.3136 1.2353
H -0.3384 -2.1730 -1.0947
H 3.2848 2.9846 -0.7413
H -3.0777 1.4660 -1.2543
H 0.1118 0.2300 -1.5645
H -2.8569 1.8432 1.3355
H 3.0834 -2.1824 1.4591
H 1.3702 -3.4054 0.1656
H -3.2749 -0.2847 -1.2735

Atom charges from the Mulliken analysis, given in e for atoms 1 to 5: O -0.375; N -0.480; N -0.463; C -0.618; C -0.683

=====

*two*
A single C9H12N2O molecule. Source: OMol25; level of theory: wB97M-V/def2-TZVPD.

gap between HOMO and LUMO: 9.227 eV
SMILES: O=C[C@@H]1CCCN1n1cccc1

Cartesian coordinates (Å):
O 1.3859 -2.8053 0.4133
N 0.2211 -0.0731 0.6131
N -1.1293 -0.2945 0.3607
C -3.1104 -0.2244 -0.6176
C 0.4476 1.3712 0.7746
C -1.8315 0.2157 -0.6773
C 1.8435 -1.8092 -0.0597
C 1.8935 1.5978 0.2047
C 1.1118 -0.5809 -0.4924
C 1.9789 0.5581 -0.9020
C -1.9592 -1.0118 1.1840
C -3.1747 -1.0253 0.5734
H 0.5079 -0.9084 -1.3165
H -3.9310 -0.1560 -1.3700
H 2.1523 2.5927 -0.1204
H -1.2122 0.6117 -1.5092
H -0.2491 2.0493 0.1815
H -4.1300 -1.3470 1.0913
H 3.1426 0.2297 -1.0545
H 2.7300 1.3555 0.9467
H 0.3578 1.6545 1.7868
H -1.6968 -1.4269 2.1272
H 1.6417 1.0346 -1.8492
H 3.0096 -1.6078 -0.2886

Atom charges from the Mulliken analysis, given in e for atoms 1 to 5: O -0.437; N -0.365; N 0.369; C -0.522; C -0.732

=====

Unit: kcal/mol. Relative energies: *one* 1.9; *two* 0.0.

=====

*one*
A single C3H9N3 molecule. Source: OMol25; level of theory: wB97M-V/def2-TZVPD.

gap between HOMO and LUMO: 8.255 eV
SMILES: C/N=C\N(C)N

Cartesian coordinates (Å):
N -1.7607 1.6195 -0.5015
N -0.8230 0.5922 -0.3360
N 0.6135 -0.3079 1.2104
C 0.4969 0.3909 -1.3830
C -0.5606 0.0577 0.8672
C 1.2750 -1.5635 0.9762
H -1.2907 0.2594 1.6543
H 1.1624 -2.1792 1.8746
H 0.9130 -2.1494 0.1253
H 2.3436 -1.3733 0.8446
H 1.5279 0.3445 -1.0579
H 0.3675 1.3007 -1.9608
H -1.7872 2.2578 0.2897
H -2.6912 1.2335 -0.6362
H 0.2136 -0.4829 -1.9671

Atom charges from the Mulliken analysis, given in e for atoms 1 to 5: N -0.641; N 0.136; N -0.503; C -0.785; C -0.199

=====

*two*
A single C3H9N3 molecule. Source: OMol25; level of theory: wB97M-V/def2-TZVPD.

gap between HOMO and LUMO: 9.665 eV

Cartesian coordinates (Å):
N 1.4410 -0.3459 0.0472
N 0.9219 1.9198 -0.3194
N 1.6635 0.9076 -0.0838
C 0.1000 -0.8095 0.1236
C -0.7335 -0.4242 -1.2624
C -0.6895 -0.3390 1.3479
H 2.6596 1.0948 -0.2531
H -0.1330 -0.7005 -2.1268
H -1.6082 -1.0729 -1.2071
H -0.7646 0.7446 1.4287
H -0.1895 -0.7016 2.2498
H 0.1840 -1.8999 0.1547
H -0.0509 1.7847 -0.0624
H -1.1035 0.5963 -1.3517
H -1.6976 -0.7543 1.3149

Atom charges from the Mulliken analysis, given in e for atoms 1 to 5: N -0.573; N -0.798; N 0.584; C 0.099; C -1.159

=====

Unit: kcal/mol. Relative energies: *one* 24.9; *two* 0.0.